(1)
59
Properties=species:S:1:pos:R:3 method="wB97M-V/def2-TZVPD" e_homo_ha=-0.3763 e_tot_ha=-1627.734042 e_above_lowest_kcal_mol=7.77 gap_ev=6.40 total_charge=+1 multiplicity=1
Be 0.120 -0.196 0.186
O 1.422 0.361 6.530
C 0.270 0.350 6.078
O -0.852 0.447 6.588
C 0.225 0.201 4.527
C -1.001 0.215 3.863
C -0.993 0.092 2.489
N 0.156 -0.058 1.835
C 1.342 0.007 2.438
C 1.420 0.121 3.810
C 2.403 0.144 1.415
C 3.751 0.318 1.680
C 4.602 0.601 0.623
C 4.083 0.717 -0.660
C 2.731 0.506 -0.847
N 1.910 0.204 0.159
C -2.098 0.249 1.517
C -3.423 0.473 1.849
C -4.333 0.695 0.828
C -3.896 0.684 -0.489
C -2.559 0.436 -0.741
N -1.676 0.222 0.235
H -1.886 0.350 4.472
H 2.336 0.186 4.384
H 4.115 0.255 2.696
H 5.659 0.747 0.802
H 4.712 0.965 -1.502
H 2.283 0.573 -1.831
H -3.726 0.482 2.886
H -5.374 0.879 1.058
H -4.574 0.862 -1.311
H -2.179 0.395 -1.754
N 0.088 7.393 0.590
C -0.262 6.617 -0.458
O -0.690 7.064 -1.501
C -0.102 5.120 -0.294
C 0.249 4.475 0.883
C 0.345 3.092 0.886
N 0.111 2.339 -0.187
C -0.226 2.967 -1.316
C -0.343 4.340 -1.418
H -0.024 8.388 0.492
H 0.456 7.033 1.450
H 0.439 5.005 1.806
H 0.615 2.571 1.799
H -0.412 2.342 -2.184
H -0.621 4.820 -2.346
C 2.398 -2.895 -0.351
C 0.911 -2.901 -0.437
N 0.016 -1.912 -0.369
C -1.231 -2.524 -0.482
C -1.081 -3.857 -0.622
N 0.273 -4.073 -0.592
H 2.812 -1.899 -0.345
H 2.819 -3.430 -1.203
H 2.720 -3.404 0.559
H -2.152 -1.977 -0.452
H -1.796 -4.651 -0.735
H 0.735 -4.964 -0.675


(2)
76
Properties=species:S:1:pos:R:3 method="wB97M-V/def2-TZVPD" e_homo_ha=-0.4137 e_tot_ha=-4044.172180 gap_ev=7.33 total_charge=+1 multiplicity=1
F 3.440 -3.582 3.107
C 4.414 -3.098 2.261
C 3.753 -2.519 1.011
P 2.095 -3.152 0.731
C 1.311 -2.138 -0.542
C -0.086 -1.644 -0.176
C -0.076 -0.554 0.902
F -0.548 0.609 0.410
F 1.229 -0.322 1.291
C -0.806 -0.885 2.226
F -0.067 -1.753 2.959
F -0.894 0.275 2.917
C -2.258 -1.434 2.012
F -2.658 -1.004 0.806
F -3.070 -0.907 2.944
C -2.339 -2.983 2.162
F -1.206 -3.565 1.677
F -2.416 -3.259 3.488
S -3.811 -3.769 1.244
F -4.422 -4.386 2.552
F -4.651 -2.467 1.448
F -3.178 -3.202 -0.092
F -2.974 -5.101 1.036
F -4.976 -4.379 0.387
H 5.122 -3.877 2.015
H 4.938 -2.312 2.785
H 4.350 -2.685 0.124
H 3.651 -1.443 1.084
H 2.225 -4.469 0.293
H 1.391 -3.168 1.931
H 1.205 -2.756 -1.427
H 1.964 -1.326 -0.822
H -0.481 -1.185 -1.073
H -0.749 -2.469 0.042
C 5.926 1.481 -3.860
C 5.840 0.386 -3.096
C 4.945 0.327 -1.891
O 4.906 -0.722 -1.257
C 4.178 1.499 -1.537
C 4.263 2.604 -2.297
C 5.141 2.658 -3.522
O 5.145 3.687 -4.161
O 3.597 3.707 -2.038
O 6.528 -0.722 -3.344
H 6.564 1.533 -4.731
H 3.552 1.451 -0.657
H 3.835 4.348 -2.737
H 6.292 -1.358 -2.649
C -2.750 -0.321 -3.986
C -3.642 0.441 -4.633
C -5.124 0.234 -4.477
O -5.862 0.981 -5.084
C -5.580 -0.844 -3.616
C -4.690 -1.611 -2.973
C -3.204 -1.383 -3.109
O -2.437 -2.094 -2.478
O -5.069 -2.609 -2.179
O -3.300 1.424 -5.445
H -1.684 -0.177 -4.091
H -6.646 -0.995 -3.523
H -4.262 -3.020 -1.829
H -4.133 1.811 -5.776
C -0.391 6.246 3.650
C -0.509 5.491 4.751
C -0.957 4.056 4.686
O -1.016 3.432 5.727
C -1.291 3.495 3.387
C -1.176 4.252 2.290
C -0.705 5.678 2.351
O -0.611 6.281 1.300
O -1.461 3.814 1.069
O -0.240 5.937 5.967
H -0.067 7.277 3.685
H -1.629 2.472 3.354
H -1.292 4.568 0.472
H -0.406 5.194 6.576


(3)
52
Properties=species:S:1:pos:R:3 method="wB97M-V/def2-TZVPD" e_homo_ha=-0.4079 e_tot_ha=-1243.159973 e_above_lowest_kcal_mol=8.20 gap_ev=7.22 total_charge=+1 multiplicity=1
C -6.588 -1.696 -3.160
C -5.408 -1.378 -3.837
C -4.155 -1.691 -3.285
C -4.108 -2.397 -2.077
O -2.898 -2.835 -1.516
C -1.974 -1.872 -1.082
C -1.889 -1.557 0.280
C -1.121 -0.472 0.682
C -0.264 0.165 -0.239
C 0.533 1.319 0.250
C 1.153 2.372 -0.604
C 1.991 3.279 0.069
C 2.456 4.422 -0.566
C 2.089 4.689 -1.892
C 1.368 3.737 -2.607
C 0.852 2.609 -1.967
C -0.210 -0.313 -1.562
C -1.133 -1.259 -2.011
C -5.288 -2.727 -1.397
C -6.523 -2.357 -1.932
H -7.560 -1.467 -3.597
H -5.453 -0.881 -4.809
H -3.235 -1.426 -3.805
H -2.461 -2.134 0.995
H -1.220 -0.100 1.703
H 0.114 1.772 1.165
H 2.217 3.107 1.125
H 3.079 5.113 -0.015
H 2.411 5.609 -2.383
H 1.181 3.876 -3.667
H 0.156 1.987 -2.538
H 0.514 0.085 -2.282
H -1.201 -1.537 -3.055
H -5.209 -3.276 -0.463
H -7.430 -2.601 -1.379
C 2.230 1.167 4.780
N 2.368 0.680 3.426
N 1.704 1.183 2.376
N 1.985 0.458 1.295
C 2.886 -0.564 1.682
C 3.113 -0.419 3.050
C 3.952 -1.240 3.822
C 4.627 -2.252 3.127
C 4.421 -2.428 1.739
C 3.556 -1.604 1.000
H 2.890 0.539 5.392
H 2.548 2.211 4.869
H 1.201 1.058 5.140
H 4.064 -1.073 4.900
H 5.320 -2.905 3.675
H 4.969 -3.242 1.255
H 3.382 -1.733 -0.069


(4)
63
Properties=species:S:1:pos:R:3 method="wB97M-V/def2-TZVPD" e_homo_ha=-0.3022 e_tot_ha=-4392.102499 gap_ev=7.05 multiplicity=1
Os 0.541 -0.401 -2.224
O 3.190 2.080 -2.555
C 2.144 2.547 -2.852
C -0.254 2.651 -2.576
C -0.386 4.001 -2.801
C -1.656 4.504 -3.028
C -2.776 3.693 -3.001
C -2.628 2.348 -2.732
C -1.367 1.786 -2.498
O -1.265 0.498 -2.209
N -1.803 5.939 -3.277
O -2.924 6.371 -3.449
O -0.790 6.614 -3.298
H 1.962 3.306 -3.621
H 0.452 4.683 -2.783
H -3.749 4.126 -3.183
H -3.484 1.688 -2.697
C 0.984 -4.439 3.155
C 0.624 -3.043 3.584
C 1.385 -2.351 4.518
C 1.073 -1.046 4.874
C -0.027 -0.413 4.315
N -0.294 0.932 4.684
C -0.897 1.912 3.935
O -1.484 2.850 4.427
N -0.810 1.761 2.552
C 0.248 1.225 1.815
C 1.544 1.095 2.299
C 2.499 0.497 1.500
C 2.156 0.046 0.241
N 0.918 0.208 -0.239
C -0.016 0.782 0.526
C -0.826 -1.109 3.413
C -0.487 -2.399 3.045
H 1.747 -4.868 3.804
H 1.370 -4.443 2.133
H 0.112 -5.093 3.176
H 2.246 -2.831 4.967
H 1.696 -0.511 5.581
H -0.278 1.156 5.667
H -1.453 2.367 2.064
H 1.798 1.453 3.287
H 3.513 0.371 1.852
H 2.867 -0.444 -0.410
H -1.013 0.845 0.108
H -1.706 -0.641 2.994
H -1.109 -2.922 2.327
O 1.545 -0.624 -3.575
Se 2.202 0.546 -5.677
O 0.980 -0.019 -6.536
O 0.986 2.056 -2.291
O 3.571 -0.232 -5.930
C -1.479 -4.572 -0.929
C -2.223 -3.602 -1.582
C -1.637 -2.395 -1.940
C -0.297 -2.127 -1.635
C 0.430 -3.115 -0.954
C -0.145 -4.329 -0.619
H -1.935 -5.516 -0.661
H -3.262 -3.789 -1.825
H -2.224 -1.648 -2.457
H 1.465 -2.929 -0.687
H 0.440 -5.086 -0.113